(1)
C22H47BCl19O2S | ωB97M-V/def2-TZVPD

Electronic energy in eV: -277111.699
Total charge: -1
Orbital gap in eV: 5.709
Strongest force on any atom in eV Å⁻¹: 0.45

Each line ends with the Löwdin charge.
Geometry (Å):
B -7.87 0.28 -1.28  -0.488
C -6.62 -0.66 -0.75  -0.319
C -5.27 0.05 -0.85  -0.266
C -4.08 -0.58 -0.11  -0.262
C -4.28 -0.95 1.35  -0.343
S -4.30 0.35 2.54  0.377
O -5.21 1.39 2.22  -0.304
O -4.24 -0.22 3.85  -0.358
Cl -2.41 1.20 2.27  0.359
H -8.82 -0.43 -1.64  -0.029
H -8.28 1.00 -0.36  -0.019
H -7.50 0.99 -2.23  -0.016
H -6.57 -1.58 -1.35  0.058
H -6.81 -0.98 0.28  0.051
H -5.38 1.10 -0.55  0.099
H -4.98 0.07 -1.90  0.104
H -3.21 0.09 -0.16  0.012
H -3.77 -1.50 -0.61  0.099
H -5.22 -1.47 1.57  0.038
H -3.47 -1.60 1.71  0.095
Cl 0.45 3.18 1.04  0.572
C 0.85 2.44 2.60  -0.673
C 2.34 2.27 2.78  -0.634
Cl 3.00 1.05 1.64  0.542
H 0.34 1.49 2.66  0.026
H 0.46 3.10 3.38  0.079
H 2.56 1.92 3.79  0.074
H 2.88 3.20 2.60  0.065
Cl 7.71 0.95 2.03  0.558
C 6.52 -0.32 1.63  -0.668
C 7.14 -1.44 0.85  -0.640
Cl 7.63 -0.89 -0.78  0.551
H 5.71 0.16 1.07  0.022
H 6.11 -0.69 2.57  0.076
H 6.41 -2.24 0.71  0.076
H 8.02 -1.85 1.34  0.068
Cl 11.19 4.54 3.44  0.542
C 10.37 3.89 1.99  -0.690
C 11.33 3.23 1.03  -0.663
Cl 12.42 4.42 0.25  0.533
H 9.84 4.71 1.52  0.030
H 9.65 3.16 2.34  0.037
H 10.75 2.76 0.24  0.053
H 11.94 2.49 1.53  0.069
Cl -9.08 -3.26 -3.99  0.546
C -10.37 -3.33 -5.20  -0.679
C -11.35 -2.19 -5.06  -0.669
Cl -12.34 -2.33 -3.60  0.532
H -10.89 -4.29 -5.10  0.061
H -9.89 -3.29 -6.18  0.066
H -12.03 -2.19 -5.91  0.065
H -10.82 -1.23 -5.01  0.071
Cl 6.11 4.20 -3.56  0.541
C 6.56 2.67 -2.77  -0.662
C 6.62 2.80 -1.27  -0.641
Cl 7.97 3.85 -0.75  0.573
H 7.52 2.36 -3.18  0.068
H 5.80 1.93 -3.03  0.075
H 6.78 1.82 -0.83  0.010
H 5.70 3.23 -0.87  0.073
Cl -7.11 -4.96 -1.93  0.547
C -6.41 -5.97 -0.65  -0.675
C -6.68 -5.40 0.72  -0.632
Cl -5.75 -3.90 0.97  0.636
H -5.33 -6.02 -0.81  -0.001
H -6.84 -6.97 -0.73  0.074
H -6.36 -6.10 1.48  0.029
H -7.74 -5.16 0.86  0.072
Cl 7.56 8.36 3.36  0.539
C 8.09 7.49 1.90  -0.660
C 6.94 6.84 1.18  -0.666
Cl 6.23 5.49 2.11  0.523
H 8.83 6.75 2.22  0.045
H 8.56 8.21 1.25  0.076
H 7.29 6.42 0.24  0.030
H 6.14 7.55 0.98  0.069
Cl -2.85 -6.97 -0.59  0.562
C -2.56 -6.10 0.94  -0.643
C -2.55 -7.03 2.13  -0.650
Cl -4.16 -7.73 2.46  0.550
H -3.34 -5.34 1.03  0.025
H -1.59 -5.61 0.86  0.074
H -2.26 -6.47 3.02  0.074
H -1.86 -7.85 1.98  0.064
Cl -1.61 1.57 -1.65  0.592
C 0.04 0.90 -1.50  -0.694
C 0.23 -0.34 -2.33  -0.657
Cl -0.71 -1.72 -1.70  0.547
H 0.22 0.70 -0.44  0.030
H 0.73 1.67 -1.83  0.065
H 1.28 -0.63 -2.30  0.066
H -0.07 -0.18 -3.36  0.066

(2)
C22H47BrIN4O5P2S | ωB97M-V/def2-TZVPD

Electronic energy in eV: -147326.049
Total charge: +1
Orbital gap in eV: 7.628
Strongest force on any atom in eV Å⁻¹: 0.70

Each line ends with the Löwdin charge.
Geometry (Å):
C 2.39 2.80 1.39  -0.121
C 1.68 2.14 0.21  -0.314
C 2.62 1.74 -0.92  -0.712
I 3.79 3.42 -1.60  0.964
C 1.95 0.97 -2.08  -0.634
P 0.28 1.74 -2.67  0.908
N 0.29 1.40 -4.34  -0.172
O 0.72 3.31 -2.56  -0.345
S 3.15 0.87 -3.53  1.000
C 2.36 -0.54 -4.01  -0.420
N 1.61 -1.16 -3.14  -0.144
P 0.45 -2.44 -3.65  0.945
C 1.22 -3.93 -2.97  -0.251
O 1.05 -2.49 -5.19  -0.301
C 1.83 -0.55 -1.75  -0.456
C 0.86 -1.00 -0.63  -0.112
C -0.54 -0.43 -0.39  -0.319
C -1.65 -0.84 -1.33  -0.629
Br -2.10 -2.71 -1.08  0.663
O 3.14 -0.90 -1.40  -0.159
C 3.46 -2.14 -0.76  -0.149
C 4.96 -2.38 -0.86  -0.311
C 5.74 -1.07 -0.73  -0.047
C 5.34 -3.45 0.20  -0.393
C 6.41 -4.41 -0.36  -0.060
C 5.78 -2.86 1.53  -0.076
H 3.30 2.25 1.64  0.081
H 2.66 3.84 1.18  0.046
H 1.74 2.78 2.27  0.081
H 0.89 2.80 -0.16  0.099
H 1.23 1.22 0.59  0.095
H 3.39 1.08 -0.52  0.066
H 0.91 1.97 -4.91  0.044
H -0.65 1.42 -4.71  0.048
H 0.53 3.81 -3.37  0.068
H 2.42 -0.89 -5.03  0.098
H 0.97 -4.04 -1.92  0.032
H 2.30 -3.98 -3.12  0.054
H 0.75 -4.77 -3.50  0.055
H 0.82 -3.33 -5.62  0.076
H 1.44 -0.85 0.28  0.124
H 0.74 -2.08 -0.73  0.086
H -0.54 0.66 -0.34  0.063
H -0.84 -0.77 0.60  0.096
H -1.45 -0.70 -2.39  0.000
H -2.56 -0.29 -1.08  0.047
H 2.93 -2.95 -1.24  0.104
H 3.18 -2.11 0.30  0.133
H 5.17 -2.79 -1.86  0.138
H 5.37 -0.47 0.11  0.085
H 6.80 -1.27 -0.55  0.087
H 5.67 -0.48 -1.64  0.076
H 4.42 -4.02 0.40  0.129
H 7.02 -4.81 0.44  0.078
H 5.96 -5.25 -0.89  0.079
H 7.07 -3.88 -1.05  0.081
H 6.74 -2.34 1.45  0.081
H 5.04 -2.17 1.95  0.079
H 5.91 -3.66 2.26  0.084
C -3.95 0.64 1.31  -0.345
O -2.90 0.04 1.48  -0.017
N -5.16 0.10 1.45  -0.180
C -6.39 0.85 1.25  -0.066
C -5.25 -1.30 1.86  -0.027
H -3.98 1.70 1.01  0.137
H -6.96 0.88 2.17  0.073
H -6.98 0.40 0.45  0.090
H -6.14 1.88 0.98  0.081
H -4.76 -1.44 2.82  0.097
H -4.76 -1.94 1.12  0.077
H -6.30 -1.57 1.94  0.090
C -5.89 3.11 4.68  -0.338
O -6.02 2.09 4.02  -0.001
N -6.77 4.13 4.67  -0.195
C -6.58 5.32 5.48  -0.055
C -7.95 4.02 3.84  -0.037
H -5.03 3.28 5.35  0.135
H -7.40 5.44 6.19  0.092
H -6.52 6.21 4.85  0.090
H -5.65 5.22 6.04  0.083
H -8.55 3.15 4.12  0.095
H -7.67 3.91 2.79  0.088
H -8.55 4.92 3.96  0.087

HOMO per entry: -4.490 -10.804 eV